{"formula": "C2H8N3", "method": "wB97M-V/def2-TZVPD", "species": ["C", "N", "H", "H", "H", "H", "N", "C", "N", "H", "H", "H", "H"], "coordinates": [[2.92286, -0.12053, -1.02105], [1.66757, -0.22253, -1.02379], [3.83499, 0.51235, -0.64922], [3.33909, -0.93459, -1.67376], [1.20455, 0.45020, -1.54894], [0.37640, -0.31280, 0.37754], [-2.65532, 0.67708, 0.45335], [-1.77975, -0.29102, 0.89378], [-0.49725, -0.29503, 1.14141], [-2.32113, 1.24324, -0.27936], [-3.60391, 0.47245, 0.40021], [-2.47005, -1.12588, 0.88821], [-0.01805, -0.05293, 2.04164]], "e_lumo_ev": -5.79, "homo_energy_ev": -12.3, "charge": 1, "gap_ev": 6.5291}

=====

{"formula": "C3HO3", "method": "wB97M-V/def2-TZVPD", "species": ["C", "C", "C", "O", "O", "O", "H"], "coordinates": [[1.73944, 0.35608, 0.22365], [-1.79570, -0.12426, 0.00211], [-0.36465, 0.03894, -0.29204], [-1.09135, -1.27736, 0.03498], [-2.94892, 0.20763, 0.06523], [2.26000, 1.41633, -0.02854], [2.20119, -0.61737, -0.00539]], "e_lumo_ev": [4.27, 4.29], "homo_energy_ev": [-2.7, -2.4], "charge": -1, "gap_ev": [6.9956, 6.6606]}

=====

{"formula": "C5H8O", "method": "wB97M-V/def2-TZVPD", "species": ["C", "C", "C", "C", "O", "C", "H", "H", "H", "H", "H", "H", "H", "H"], "coordinates": [[-0.40863, 0.54755, 1.62572], [0.24985, -0.51525, 0.79839], [1.24651, 0.03876, -0.21540], [0.49605, -0.26348, -1.50041], [0.92069, -0.36151, -2.62253], [-0.90962, -0.53565, -1.02187], [-0.57301, 1.52131, 1.13188], [-1.33835, 0.21148, 2.09420], [0.30825, 0.73071, 2.44079], [-0.64852, -1.14990, 0.05844], [2.22702, -0.44782, -0.19707], [1.39827, 1.12808, -0.14256], [-1.47840, -1.28032, -1.58671], [-1.49010, 0.37606, -0.86287]], "e_lumo_ev": 0.43, "homo_energy_ev": -8.3, "gap_ev": 8.7677}

=====

{"formula": "C27H41F6N4O8S3SbTi", "method": "wB97M-V/def2-TZVPD", "species": ["Ti", "C", "N", "C", "C", "C", "C", "C", "C", "C", "N", "C", "C", "C", "C", "C", "C", "N", "C", "C", "H", "H", "H", "H", "H", "H", "H", "H", "H", "H", "H", "H", "H", "H", "H", "H", "H", "H", "H", "H", "F", "C", "F", "F", "S", "O", "O", "N", "S", "O", "O", "C", "F", "F", "F", "O", "S", "O", "O", "O", "C", "C", "C", "Sb", "C", "C", "C", "C", "C", "C", "H", "H", "H", "H", "H", "H", "H", "H", "H", "H", "H", "H", "H", "H", "H", "H", "H", "H", "H", "H", "H"], "coordinates": [[0.23330, -0.94340, -0.35600], [-1.91490, -0.11070, -2.88220], [-1.42630, -1.28510, -2.16340], [-2.55590, -2.06730, -1.67300], [-0.55230, -1.99100, -3.06410], [-1.00720, -2.91400, -3.98310], [-0.14730, -3.45070, -4.94290], [1.15650, -2.98980, -5.00920], [1.63460, -2.07720, -4.08950], [0.81620, -1.60070, -3.03840], [1.21340, -0.73580, -2.06520], [2.56590, -0.48400, -1.86000], [3.49870, -1.54170, -1.83300], [4.84990, -1.32390, -1.67220], [5.32930, -0.02830, -1.54230], [4.43820, 1.03520, -1.55000], [3.06550, 0.84780, -1.70970], [2.22300, 1.95070, -1.71420], [2.57380, 3.15460, -1.01350], [1.16810, 2.11710, -2.67360], [-2.49100, -0.41060, -3.77750], [-1.06510, 0.48810, -3.19770], [-2.54350, 0.49070, -2.22110], [-2.97650, -1.56970, -0.79390], [-2.19530, -3.05150, -1.37960], [-3.34730, -2.16990, -2.43260], [-2.04060, -3.23290, -3.96560], [-0.51780, -4.18260, -5.64760], [1.81130, -3.35260, -5.79280], [2.65650, -1.73120, -4.14430], [3.11840, -2.55440, -1.87590], [5.53190, -2.16150, -1.64010], [6.38770, 0.16060, -1.42230], [4.82150, 2.04210, -1.44270], [1.66650, 3.57680, -0.57930], [3.23950, 2.92470, -0.18650], [3.04630, 3.90110, -1.67830], [1.44340, 2.89520, -3.41000], [0.24500, 2.41850, -2.17010], [1.00590, 1.17730, -3.19430], [0.65610, -2.04030, 4.39370], [0.69530, -1.24490, 3.27990], [0.39170, -0.02710, 3.74810], [1.96680, -1.25650, 2.92050], [-0.63570, -2.07400, 2.18040], [-1.10360, -1.26350, 1.04950], [-1.65760, -2.20160, 3.19200], [-0.03370, -3.43390, 1.81600], [0.90950, -3.35350, 0.42530], [-0.10150, -3.01330, -0.65760], [1.63400, -2.04730, 0.51620], [4.06270, -3.42530, 0.76220], [4.45280, -2.35510, 1.48900], [3.27410, -4.20590, 1.57610], [5.22670, -4.18650, 0.60870], [0.96190, 0.27870, 1.19210], [-0.09160, 1.23850, 0.89770], [0.36790, 2.60600, 0.87380], [-1.20090, 1.12350, 1.85130], [-0.57020, 0.83710, -0.47710], [-2.27160, 3.98940, 0.15090], [-3.07940, 3.21730, 1.18750], [-4.40190, 3.93690, 1.41860], [-3.11850, 1.03230, 0.58000], [-5.33590, 1.23660, -0.65780], [-5.08610, 2.19100, -1.80910], [-6.64040, 1.53660, 0.04080], [-3.91750, 0.12430, 2.47490], [-4.62450, -1.18090, 2.13830], [-4.80320, 1.02800, 3.31750], [-2.14070, 5.02630, 0.47380], [-2.78360, 3.99070, -0.81130], [-1.28760, 3.53910, 0.04560], [-2.50730, 3.18020, 2.11730], [-4.92480, 4.06970, 0.47730], [-4.21300, 4.92790, 1.84070], [-5.05170, 3.39120, 2.09110], [-5.37860, 0.21490, -1.04730], [-5.25800, 3.21870, -1.49550], [-5.74840, 1.99010, -2.66100], [-4.05230, 2.11140, -2.15320], [-6.61000, 2.50240, 0.53360], [-6.85520, 0.78070, 0.78890], [-7.47830, 1.56030, -0.66740], [-3.00220, -0.11580, 3.01990], [-5.46500, -1.01000, 1.46420], [-4.99380, -1.64580, 3.05470], [-3.91340, -1.86690, 1.67980], [-5.69200, 1.31800, 2.76000], [-4.25520, 1.91750, 3.61890], [-5.11990, 0.49290, 4.21590]], "e_lumo_ev": [3.94, 3.94], "homo_energy_ev": [-0.7, -0.7], "charge": -2, "gap_ev": [4.6308, 4.6290]}

=====

{"formula": "C63H144N6O15", "method": "wB97M-V/def2-TZVPD", "species": ["C", "C", "C", "C", "C", "C", "C", "C", "C", "N", "O", "H", "H", "H", "H", "H", "H", "H", "H", "H", "H", "H", "H", "H", "H", "H", "H", "H", "H", "H", "C", "C", "C", "C", "C", "C", "C", "C", "C", "N", "O", "H", "H", "H", "H", "H", "H", "H", "H", "H", "H", "H", "H", "H", "H", "H", "H", "H", "H", "H", "C", "C", "C", "C", "C", "C", "C", "C", "C", "N", "O", "H", "H", "H", "H", "H", "H", "H", "H", "H", "H", "H", "H", "H", "H", "H", "H", "H", "H", "H", "C", "C", "C", "C", "C", "C", "C", "C", "C", "N", "O", "H", "H", "H", "H", "H", "H", "H", "H", "H", "H", "H", "H", "H", "H", "H", "H", "H", "H", "H", "C", "C", "C", "C", "C", "C", "C", "C", "C", "N", "O", "H", "H", "H", "H", "H", "H", "H", "H", "H", "H", "H", "H", "H", "H", "H", "H", "H", "H", "H", "C", "C", "C", "C", "C", "C", "C", "C", "C", "N", "O", "H", "H", "H", "H", "H", "H", "H", "H", "H", "H", "H", "H", "H", "H", "H", "H", "H", "H", "H", "O", "C", "C", "O", "H", "H", "H", "H", "H", "H", "O", "C", "C", "O", "H", "H", "H", "H", "H", "H", "O", "C", "C", "O", "H", "H", "H", "H", "H", "H", "C", "O", "H", "H", "H", "H", "C", "O", "H", "H", "H", "H", "C", "O", "H", "H", "H", "H"], "coordinates": [[-1.38481, -2.74218, -5.53879], [-2.03872, -1.33406, -5.35549], [-3.50332, -1.42421, -5.71369], [-1.89356, -0.90799, -3.84454], [-1.96833, 0.58274, -3.62190], [-0.92643, 1.26473, -4.43226], [-1.12252, 1.05601, -5.91585], [-2.41104, 1.78001, -6.29875], [0.11620, 1.57365, -6.69102], [-1.20264, -0.45541, -6.17989], [-1.39811, -0.67502, -7.60067], [-1.19153, -2.94158, -6.56239], [-0.39433, -2.69750, -5.12755], [-1.90905, -3.57775, -5.12791], [-3.89826, -2.38766, -5.25753], [-4.15867, -0.57622, -5.43428], [-3.60164, -1.57492, -6.77211], [-2.64111, -1.62552, -3.36165], [-0.93066, -1.20650, -3.43568], [-2.92230, 0.99069, -4.03808], [-1.84112, 0.83336, -2.52689], [0.10514, 0.91496, -4.13733], [-0.93676, 2.32562, -4.18918], [-2.26271, 2.85192, -6.05519], [-3.28727, 1.37472, -5.84994], [-2.50199, 1.78977, -7.38886], [-0.15931, 1.64106, -7.71660], [0.97656, 0.84006, -6.70153], [0.51960, 2.52496, -6.24475], [-2.25428, -0.30253, -7.82064], [-5.24613, 5.55417, -1.71221], [-3.79367, 4.98515, -1.79673], [-3.17014, 5.15197, -3.17923], [-2.90135, 5.79587, -0.81203], [-3.17117, 5.45535, 0.64443], [-3.01583, 3.94156, 0.90350], [-3.95164, 3.13588, -0.00584], [-3.46700, 1.63424, 0.09371], [-5.39794, 3.13632, 0.47303], [-3.71319, 3.57974, -1.39923], [-4.57310, 2.85112, -2.33559], [-5.97488, 4.88128, -2.16802], [-5.56783, 5.80782, -0.67746], [-5.21364, 6.46635, -2.31911], [-2.98700, 6.20295, -3.53064], [-2.18388, 4.75441, -3.21725], [-3.73376, 4.60047, -3.91940], [-1.88000, 5.52876, -0.93655], [-3.00033, 6.93044, -1.09976], [-2.28638, 5.88585, 1.14411], [-4.14066, 5.86156, 1.04726], [-3.15947, 3.58495, 1.92906], [-1.94566, 3.67597, 0.56786], [-3.63227, 1.30169, 1.14382], [-2.38371, 1.55532, -0.03305], [-4.03716, 1.03226, -0.52645], [-5.38546, 2.80025, 1.54326], [-6.05210, 2.51818, -0.24105], [-5.80813, 4.07264, 0.33853], [-4.02503, 2.09531, -2.62680], [3.74302, 5.11114, 1.90174], [2.34343, 5.09546, 2.60394], [1.19072, 4.53413, 1.77912], [2.58378, 4.19354, 3.84383], [1.43439, 4.26973, 4.82896], [1.23648, 5.66179, 5.17418], [1.01893, 6.69360, 4.06675], [-0.36943, 6.53089, 3.42655], [1.20390, 8.07964, 4.63811], [2.16903, 6.47641, 3.13408], [2.03145, 7.43921, 2.08025], [4.42300, 5.59740, 2.57408], [4.16728, 4.09040, 1.72366], [3.76438, 5.65591, 0.97187], [0.40777, 4.07531, 2.42226], [0.64353, 5.22277, 1.20584], [1.55681, 3.86223, 0.99227], [2.82277, 3.16268, 3.59070], [3.58039, 4.55949, 4.33854], [0.50906, 3.71437, 4.55696], [1.79658, 3.64800, 5.71003], [2.16498, 5.98704, 5.66521], [0.46918, 5.75886, 5.89519], [-0.30211, 6.92235, 2.42892], [-0.98401, 7.21831, 4.00154], [-0.85239, 5.53686, 3.44031], [2.24617, 8.11760, 4.93499], [0.60393, 8.34513, 5.53067], [1.00878, 8.86005, 3.88317], [2.78568, 8.01336, 2.30335], [1.49516, -7.34664, -7.31889], [2.26860, -7.04294, -6.04644], [3.01618, -5.70935, -6.25327], [1.28777, -6.96889, -4.83807], [2.01345, -6.85629, -3.46097], [2.81108, -8.14425, -3.36666], [3.80866, -8.40088, -4.51946], [5.03925, -7.51433, -4.43890], [4.24168, -9.92182, -4.40522], [3.09620, -8.24333, -5.78767], [4.13768, -8.30996, -6.78981], [0.58940, -6.71488, -7.46022], [2.09377, -7.31519, -8.14440], [1.04624, -8.32657, -7.13636], [3.81878, -5.43737, -5.58456], [3.47460, -5.93810, -7.26763], [2.28496, -4.88883, -6.37684], [0.49943, -6.15278, -5.01216], [0.81985, -7.93711, -4.79342], [2.68521, -5.94755, -3.33550], [1.31010, -6.90249, -2.64872], [2.12880, -8.97693, -3.43826], [3.36146, -8.19553, -2.41799], [5.53903, -7.90839, -3.55337], [4.79604, -6.49581, -4.23995], [5.66134, -7.61333, -5.29143], [4.89739, -10.11112, -5.31091], [3.38096, -10.57712, -4.50368], [4.77767, -10.09403, -3.39864], [3.67959, -8.67429, -7.58522], [3.09151, -2.36446, -0.38355], [1.55981, -2.09856, -0.23732], [1.01467, -1.56156, -1.53189], [0.90540, -3.42680, 0.19639], [-0.48303, -3.18422, 0.78240], [-0.44424, -2.29326, 1.92858], [0.13006, -0.95434, 1.57434], [-0.82926, -0.05003, 0.81860], [0.41107, -0.13780, 2.89045], [1.44523, -1.19359, 0.88107], [2.02740, 0.04900, 0.63695], [3.31083, -3.18174, -1.06158], [3.61038, -1.51113, -0.69875], [3.46336, -2.67072, 0.61867], [1.63578, -0.77434, -1.99550], [0.86243, -2.39322, -2.24596], [0.00771, -1.03882, -1.30415], [0.87756, -4.04454, -0.74019], [1.45764, -3.91604, 0.99085], [-1.04404, -2.63202, 0.05162], [-0.93152, -4.20206, 0.85723], [0.05731, -2.70427, 2.79825], [-1.47867, -2.15376, 2.21661], [-0.41020, 0.92171, 0.54441], [-1.62364, 0.14412, 1.50443], [-1.24127, -0.50713, -0.06299], [0.62076, 0.89332, 2.64313], [1.25965, -0.54669, 3.43763], [-0.54991, -0.11060, 3.38160], [1.43276, 0.51036, 0.02685], [-4.96284, 3.06455, 4.91302], [-3.73548, 3.77359, 5.51921], [-3.29176, 5.05465, 4.84231], [-4.12744, 4.11834, 6.94604], [-4.24359, 2.95182, 7.85438], [-2.98263, 2.11011, 7.90343], [-2.48229, 1.78453, 6.49167], [-0.99510, 1.20377, 6.61501], [-3.24084, 0.59382, 5.88300], [-2.47949, 2.95032, 5.62132], [-2.11071, 2.52782, 4.31350], [-5.71108, 3.87303, 4.66236], [-4.75612, 2.54607, 3.95479], [-5.52853, 2.36684, 5.55300], [-3.19802, 4.84766, 3.77426], [-4.18291, 5.68240, 4.92031], [-2.45420, 5.47570, 5.34965], [-3.32627, 4.83043, 7.30866], [-5.03935, 4.77487, 6.89045], [-4.40784, 3.39718, 8.87543], [-5.15505, 2.38095, 7.51308], [-3.02719, 1.16138, 8.32948], [-2.23450, 2.74853, 8.38832], [-1.03217, 0.27796, 7.18022], [-0.29712, 1.84533, 7.11668], [-0.57790, 0.92106, 5.66201], [-4.27798, 0.87497, 5.57346], [-3.20736, -0.14169, 6.70447], [-2.58704, 0.22604, 5.12229], [-1.38960, 3.11776, 4.05242], [-3.62236, -4.89759, 3.08599], [-4.18104, -4.49799, 1.85559], [-4.94008, -3.20083, 1.97764], [-3.92510, -2.20407, 2.18636], [-2.84156, -4.34232, 3.20263], [-3.36216, -4.16543, 1.21322], [-4.76812, -5.32137, 1.46342], [-5.70454, -3.18571, 2.79986], [-5.45108, -2.98221, 1.06843], [-4.31296, -1.31712, 2.09910], [7.29033, -3.06387, -0.06740], [7.56095, -3.97405, 0.96303], [7.38800, -5.35119, 0.42404], [5.98320, -5.54885, 0.27144], [7.25725, -2.12016, 0.14837], [8.61725, -3.88045, 1.31735], [6.88900, -3.96979, 1.83200], [7.68944, -6.05989, 1.19648], [7.96765, -5.49009, -0.52151], [5.69637, -4.84609, -0.29051], [7.42248, -0.61558, 1.47628], [6.62794, 0.60856, 1.26926], [5.18802, 0.20201, 1.51549], [4.39101, 1.35334, 1.30021], [8.28640, -0.28086, 1.86196], [6.92000, 1.37294, 1.98095], [6.75291, 1.08386, 0.29256], [5.01644, -0.15675, 2.54195], [4.97549, -0.63663, 0.95266], [3.47456, 1.05650, 1.27901], [-1.68056, -8.08359, 3.29213], [-1.70453, -9.07410, 2.20521], [-2.47744, -8.14447, 4.06985], [-0.66054, -8.19248, 3.64709], [-1.72487, -7.10805, 2.81380], [-2.55413, -9.06549, 1.73232], [0.33224, 3.32688, -1.57725], [0.71947, 2.04012, -1.32397], [-0.59073, 3.58012, -1.00725], [1.06961, 4.04896, -1.27379], [0.12457, 3.52438, -2.59053], [1.67350, 2.00182, -1.57948], [3.95345, 1.13267, -2.47201], [3.24135, 1.66794, -1.36086], [3.37270, 1.19108, -3.36420], [5.00244, 1.52087, -2.62062], [4.13570, 0.05136, -2.30369], [3.74264, 1.34643, -0.60862]], "e_lumo_ev": 0.37, "homo_energy_ev": -8.3, "smiles": "CC1(C)CCCC(C)(C)N1O.CC1(C)CCCC(C)(C)N1O.CC1(C)CCCC(C)(C)N1O.CC1(C)CCCC(C)(C)N1O.CC1(C)CCCC(C)(C)N1O.CC1(C)CCCC(C)(C)N1O.OCCO.OCCO.OCCO.CO.CO.CO", "gap_ev": 8.6956}

=====

{"formula": "C6H4ClF2N", "method": "wB97M-V/def2-TZVPD", "species": ["F", "C", "Cl", "C", "F", "C", "C", "C", "C", "N", "H", "H", "H", "H"], "coordinates": [[-3.12957, 1.82727, 1.55848], [-1.84595, 1.64672, 1.16133], [-0.81595, 3.02698, 0.96118], [-1.33871, 0.41134, 0.89416], [-2.18798, -0.69412, 1.04778], [0.14542, -0.21783, 0.39121], [0.02305, -1.16201, -0.69680], [1.14339, -1.10613, -1.48368], [2.10905, -0.14674, -0.90948], [1.64312, 0.48981, 0.02996], [0.40521, -0.73014, 1.30520], [-0.90435, -1.75517, -0.78168], [1.66189, -1.72147, -2.23235], [3.09138, 0.13149, -1.24532]], "e_lumo_ev": 0.32, "homo_energy_ev": -9.7, "smiles": "F/C(Cl)=C(\\F)[C@H]1C=CC=N1", "gap_ev": 10.0094}

=====

The energy above the lowest of the compared OMol25 structures with the same formula, charge and spin results, record by record, are as follows: 6.516; 5.261; 4.320; 5.282; 0.863; 2.574 eV.
The total energy results, record by record, are as follows: -6662.1135; -9265.1832; -7357.9353; -129468.5287; -107307.1436; -25730.2989 eV.